1.
14
Properties=species:S:1:pos:R:3 method="wB97M-V/def2-TZVPD" largest_force_ev_per_a=12.5 energy_ev=-37445.6415 orbital_gap_ev=11.72 smiles="O=C(Cl)OCCOC(=O)Cl" total_charge=0 homo_ev=-11.2 de_lowest_ev=1.107
O 3.183 0.113 -1.004
C 2.639 -0.621 -0.276
Cl 3.378 -2.006 0.489
O 1.385 -0.444 0.218
C 0.678 0.721 -0.389
C -0.689 0.652 0.360
O -1.367 -0.450 -0.239
C -2.629 -0.651 0.148
O -3.185 0.107 0.996
Cl -3.339 -2.006 -0.521
H 0.470 0.876 -1.317
H 1.197 1.407 -0.131
H -0.707 0.606 1.541
H -1.015 1.694 0.124

***

2.
21
Properties=species:S:1:pos:R:3 method="wB97M-V/def2-TZVPD" largest_force_ev_per_a=2.4 energy_ev=-9962.7019 orbital_gap_ev="8.00 / 7.90" total_charge=0 homo_ev="-7.2 / -7.0" de_lowest_ev=8.472
C 0.183 0.272 -0.161
C 1.398 -1.365 0.835
C -0.170 -0.316 -1.487
C 2.777 -1.042 0.358
N -0.509 0.216 0.959
C -1.522 2.030 0.003
C -2.813 1.855 -0.184
O -1.507 -0.736 0.930
H -1.862 -0.709 1.827
H 0.962 1.022 -0.122
H 0.885 -2.196 0.363
H 1.245 -1.325 1.907
H -1.003 2.986 0.008
H 0.696 -0.840 -1.897
H -1.000 -1.013 -1.412
H -0.448 0.492 -2.165
H 3.507 -1.803 0.669
H 3.130 -0.092 0.770
H 2.834 -0.981 -0.732
H -3.517 2.680 -0.323
H -3.265 0.865 -0.147

***

3.
67
Properties=species:S:1:pos:R:3 method="wB97M-V/def2-TZVPD" largest_force_ev_per_a=3.8 energy_ev=-54174.4516 orbital_gap_ev=5.03 total_charge=-1 homo_ev=-4.4 de_lowest_ev=0.000
C 2.903 -0.261 4.926
C 2.922 -1.184 3.720
S 1.606 -2.398 3.854
C 1.401 -2.849 2.117
Nb -0.287 -1.722 1.088
O -1.496 -1.340 2.643
C -1.461 -0.114 3.362
C -2.043 1.038 2.573
C -3.493 0.705 2.238
C -2.004 2.364 3.337
C -0.715 3.178 3.278
C -0.578 3.875 1.933
C 0.553 2.408 3.598
H 3.329 -0.756 5.792
H 1.877 -0.026 5.182
H 3.427 0.665 4.726
H 3.879 -1.692 3.665
H 2.774 -0.623 2.804
H 1.305 -3.926 2.038
H 2.333 -2.604 1.616
H -1.116 -3.353 0.729
H -1.440 -0.868 -0.083
H 0.552 -0.088 1.288
H 0.738 -1.920 -0.410
H -0.450 0.070 3.700
H -2.079 -0.225 4.258
H -1.514 1.178 1.633
H -3.877 1.365 1.467
H -3.589 -0.321 1.911
H -4.113 0.837 3.123
H -2.325 2.208 4.367
H -2.773 2.987 2.883
H -0.785 3.964 4.031
H -0.345 3.173 1.140
H -1.514 4.361 1.672
H 0.211 4.619 1.980
H 0.821 1.729 2.795
H 0.443 1.822 4.502
H 1.376 3.098 3.758
C -0.792 -3.290 -4.634
C -0.677 -4.199 -5.608
C -0.560 -5.679 -5.329
O -0.477 -6.411 -6.306
C -0.552 -6.133 -3.961
C -0.664 -5.227 -2.972
C -0.802 -3.747 -3.251
O -0.906 -3.050 -2.272
O -0.670 -5.519 -1.693
O -0.656 -3.907 -6.904
H -0.876 -2.229 -4.822
H -0.456 -7.194 -3.776
H -0.771 -4.671 -1.196
H -0.570 -4.767 -7.359
C 1.526 4.151 -2.376
C 1.880 4.488 -3.622
C 1.433 3.704 -4.832
O 1.807 4.121 -5.917
C 0.617 2.531 -4.639
C 0.260 2.177 -3.390
C 0.679 2.986 -2.180
O 0.270 2.597 -1.111
O -0.463 1.118 -3.112
O 2.642 5.530 -3.923
H 1.834 4.710 -1.504
H 0.323 1.965 -5.511
H -0.552 1.052 -2.136
H 2.720 5.521 -4.897

***

4.
67
Properties=species:S:1:pos:R:3 method="wB97M-V/def2-TZVPD" largest_force_ev_per_a=0.7 multiplicity=3 energy_ev=-37523.8074 orbital_gap_ev="6.53 / 5.84" total_charge=-1 homo_ev="-3.9 / -3.7" s2=2.01 de_lowest_ev=1.308
Pd -0.605 0.615 1.014
N -2.649 0.582 2.031
C -3.117 1.734 2.804
C -3.047 3.028 1.997
C -1.637 3.607 1.905
O -1.500 4.816 2.143
O -0.696 2.787 1.595
H -3.343 0.242 1.389
H -2.263 -0.193 2.590
H -2.483 1.820 3.686
H -4.138 1.584 3.158
H -3.682 3.794 2.435
H -3.401 2.825 0.980
C 1.187 -2.439 2.231
C -0.285 -2.266 2.628
C -0.477 -2.850 4.034
C -1.153 -3.069 1.645
O -0.668 -0.930 2.644
H 1.490 -3.495 2.234
H 1.815 -1.887 2.938
H 1.354 -2.030 1.231
H -0.173 -3.906 4.087
H -1.532 -2.770 4.323
H 0.118 -2.269 4.746
H -0.860 -4.126 1.596
H -1.058 -2.632 0.643
H -2.205 -3.009 1.952
C -2.591 3.543 -3.634
C -1.440 2.741 -3.011
C -1.908 1.852 -1.942
N -2.203 1.182 -1.059
H -2.232 4.100 -4.499
H -3.002 4.249 -2.912
H -3.393 2.880 -3.957
H -0.690 3.407 -2.587
H -0.943 2.126 -3.759
C -1.574 -2.848 -2.544
C -0.219 -2.208 -2.357
C 0.865 -2.576 -3.154
C 2.105 -1.995 -2.927
C 3.303 -2.404 -3.754
C 2.269 -1.039 -1.928
C 1.199 -0.614 -1.096
C -0.040 -1.268 -1.364
N 1.204 0.332 -0.087
C 2.337 1.182 0.387
C 1.971 2.640 0.059
C 2.487 1.035 1.912
C 3.737 0.944 -0.182
H -1.603 -3.456 -3.452
H -2.358 -2.091 -2.610
H -1.818 -3.495 -1.696
H 0.745 -3.328 -3.932
H 3.014 -3.091 -4.552
H 4.051 -2.903 -3.134
H 3.784 -1.535 -4.211
H 3.253 -0.631 -1.816
H -0.877 -1.023 -0.735
H 1.050 2.938 0.559
H 1.845 2.751 -1.026
H 2.773 3.311 0.385
H 1.550 1.182 2.421
H 3.200 1.779 2.285
H 2.852 0.036 2.161
H 3.786 1.134 -1.255
H 4.110 -0.060 0.037
H 4.405 1.657 0.306

***

5.
133
Properties=species:S:1:pos:R:3 method="wB97M-V/def2-TZVPD" largest_force_ev_per_a=1.2 multiplicity=2 energy_ev=-172301.2052 orbital_gap_ev="7.30 / 5.96" total_charge=+1 homo_ev="-9.3 / -9.3" s2=0.75 de_lowest_ev=0.333
Sc -0.408 0.078 0.013
C 1.334 2.045 3.650
C 1.325 2.153 2.119
C 0.961 3.587 1.734
C 2.740 1.784 1.611
O 0.347 1.262 1.545
Ge -1.462 1.071 2.748
O -1.758 -0.495 1.431
C -2.963 -1.279 1.644
C -4.101 -0.715 0.796
C -2.673 -2.723 1.247
C -3.356 -1.240 3.121
O -2.582 2.209 1.875
C -3.446 3.164 2.501
C -3.190 4.535 1.879
C -3.189 3.239 4.009
C -4.895 2.741 2.262
H 2.134 2.667 4.050
H 1.501 1.012 3.963
H 0.395 2.392 4.082
H 1.703 4.284 2.124
H -0.017 3.841 2.151
H 0.904 3.698 0.650
H 3.438 1.693 2.442
H 3.144 2.546 0.944
H 2.722 0.829 1.084
H -3.864 -0.830 -0.261
H -4.245 0.342 1.024
H -5.027 -1.252 1.006
H -2.419 -2.775 0.188
H -3.558 -3.335 1.418
H -1.852 -3.122 1.846
H -3.650 -0.229 3.423
H -2.526 -1.570 3.749
H -4.205 -1.900 3.288
H -2.143 4.817 2.003
H -3.813 5.286 2.367
H -3.426 4.529 0.816
H -2.156 3.541 4.202
H -3.355 2.262 4.471
H -3.857 3.960 4.477
H -5.079 2.590 1.199
H -5.579 3.510 2.623
H -5.110 1.809 2.789
C 1.898 -3.328 -0.706
C 0.896 -3.480 0.442
P 1.124 -2.126 1.679
C 0.374 -2.765 3.238
C -0.032 -1.825 4.181
C -0.470 -2.217 5.437
C -0.515 -3.564 5.763
C -0.112 -4.509 4.830
C 0.337 -4.115 3.579
C 2.862 -2.441 2.237
C 3.500 -1.430 2.951
C 4.793 -1.594 3.423
C 5.470 -2.781 3.190
C 4.829 -3.811 2.516
C 3.534 -3.647 2.049
P 1.642 -1.755 -1.694
C 1.588 -2.582 -3.352
C 0.520 -2.490 -4.231
C 0.526 -3.186 -5.437
C 1.598 -3.992 -5.770
C 2.676 -4.092 -4.898
C 2.675 -3.392 -3.706
C 3.357 -1.091 -1.810
C 3.872 -0.660 -3.032
C 5.142 -0.112 -3.109
C 5.914 0.030 -1.965
C 5.403 -0.371 -0.740
C 4.133 -0.923 -0.664
H 1.778 -4.164 -1.391
H 2.923 -3.335 -0.340
H 0.994 -4.463 0.903
H -0.122 -3.403 0.053
H -0.007 -0.772 3.928
H -0.772 -1.472 6.163
H -0.861 -3.878 6.739
H -0.135 -5.562 5.082
H 0.656 -4.879 2.882
H 2.972 -0.504 3.142
H 5.273 -0.794 3.974
H 6.487 -2.908 3.537
H 5.339 -4.752 2.353
H 3.068 -4.480 1.541
H -0.341 -1.904 -3.967
H -0.320 -3.099 -6.106
H 1.599 -4.549 -6.699
H 3.522 -4.720 -5.149
H 3.530 -3.472 -3.046
H 3.278 -0.765 -3.930
H 5.535 0.196 -4.070
H 6.910 0.449 -2.027
H 5.995 -0.266 0.161
H 3.749 -1.230 0.301
C -4.335 -0.172 -3.310
N -3.056 0.375 -3.703
C -2.533 0.221 -4.975
C -1.224 0.475 -4.973
N -0.840 0.751 -3.643
C -1.967 0.490 -2.765
S -1.703 -1.146 -1.821
C 0.343 1.264 -3.227
C 1.238 1.808 -4.175
C 2.372 2.450 -3.754
C 2.629 2.538 -2.384
C 1.731 1.960 -1.529
N 0.606 1.318 -1.901
H -5.044 -0.001 -4.118
H -4.694 0.334 -2.414
H -4.274 -1.244 -3.099
H -3.164 -0.033 -5.811
H -0.522 0.425 -5.784
H 0.998 1.762 -5.226
H 3.051 2.890 -4.472
H 3.509 3.034 -2.001
H 1.894 2.014 -0.467
C -3.785 3.376 -1.701
C -2.315 3.014 -1.976
C -1.987 3.464 -3.405
C -1.415 3.782 -0.989
C -2.183 1.521 -1.705
H -3.936 4.450 -1.831
H -4.073 3.110 -0.684
H -4.444 2.858 -2.401
H -2.272 4.512 -3.516
H -2.547 2.889 -4.143
H -0.924 3.392 -3.631
H -1.665 4.845 -0.993
H -0.369 3.678 -1.280
H -1.538 3.395 0.025
H -2.890 1.172 -0.952

***

6.
13
Properties=species:S:1:pos:R:3 method="wB97M-V/def2-TZVPD" largest_force_ev_per_a=0.5 energy_ev=-8361.1289 orbital_gap_ev=9.65 total_charge=0 homo_ev=-8.8 de_lowest_ev=5.377
C 1.980 1.680 -0.627
C 1.129 0.908 -0.262
C 0.102 -0.032 0.165
C -1.285 0.583 0.486
C 0.291 -0.917 1.438
O -0.098 -2.000 0.770
C -0.003 -1.394 -0.544
H 2.712 2.372 -0.988
H -2.018 0.279 -0.270
H -1.248 1.680 0.571
H -1.629 0.188 1.458
H 0.924 -1.727 -1.009
H -0.856 -1.621 -1.188